Formula: C3H12N2O4
Source: the Open Molecules 2025 dataset
Level of theory: ωB97M-V/def2-TZVPD

Its maximum force is 0.0387 hartree/bohr. The charge is 0. As for the molecular weight: 140.14 g/mol. The calculation puts the LUMO energy at 0.594 eV. The value obtained for the energy above the lowest of the compared OMol25 structures with the same formula, charge and spin is 0.7012 eV. The value obtained for the HOMO energy is -9.56 eV.

CARTESIAN COORDINATES (ANGSTROEM)
C -0.5478 1.5243 0.1119
C -0.2155 1.5019 1.4117
N 1.0902 1.0294 1.4522
C 1.4158 0.7576 0.1721
N 0.5062 1.0877 -0.6995
H -1.4532 1.8131 -0.3932
H -0.7062 1.6644 2.3540
H 1.4581 0.4867 2.2214
H 2.3936 0.3727 -0.0841
O -1.6642 -1.2617 -2.4168
H -0.8120 -0.8386 -2.4667
H -2.2191 -0.7554 -3.0102
O 0.6036 -1.5905 3.0977
H 0.3144 -1.7507 2.2084
H 0.0698 -1.0115 3.6373
O -1.8265 -1.2145 0.8551
H -2.5462 -1.6967 0.4855
H -1.7339 -0.5868 0.1458
O 1.3067 -0.3134 -3.3654
H 0.6771 -0.1073 -2.6713
H 1.8484 0.4705 -3.2041

Forces on atoms 1 to 3 (eV/Å):
C -0.28 0.39 -1.55
C 0.67 -0.48 0.94
N -0.66 -0.32 -0.22